(1)
Below is one molecule with the formula C4H6N2OS at a distorted geometry, with properties calculated with the ωB97M-V functional and the def2-TZVPD basis.

The geometry in ORCA input format:
```
! RIJCOSX wB97M-V def2-TZVPD def2/J DEFGRID3
* xyz 0 1
H 2.030 -0.377 1.421
C 2.636 0.229 -0.441
H -4.320 -0.826 -0.489
N -1.601 0.984 0.175
S 0.309 -1.071 -0.026
H -4.188 0.901 0.567
C -0.345 0.631 0.312
H 3.232 0.018 -1.426
O 2.374 1.470 -0.087
H 2.587 -1.811 0.384
C -3.654 0.029 -0.102
H 0.475 1.321 0.661
N -2.360 -0.130 -0.308
C 2.025 -0.861 0.387
*
```

Calculated values
LUMO level ... -0.056 eV
SMILES string ... C=N/N=C\SCC=O
Molecular weight ... 130.17 Da

Atom charges from the Löwdin analysis, given in e for atoms 1 to 4: 0.1060 -0.2305 0.0750 -0.0724


(2)
Below is one molecule with the formula C4H6N2OS at a distorted geometry, with properties calculated with the ωB97M-V functional and the def2-TZVPD basis.

The geometry in ORCA input format:
```
! RIJCOSX wB97M-V def2-TZVPD def2/J DEFGRID3
* xyz 0 1
S 1.189 0.628 -0.788
H 0.677 2.497 0.707
C -1.586 -0.772 -0.449
H -2.445 -1.309 -0.759
C 0.806 -0.990 -0.105
N -1.844 0.425 0.051
N -1.020 1.349 0.694
C 0.125 1.648 0.265
O -0.461 -1.539 -0.503
H 1.576 -1.576 -0.560
H 1.997 -0.776 1.704
H 0.536 -1.941 1.901
C 0.992 -1.013 1.384
H 0.358 -0.282 1.862
*
```

Calculated values
LUMO level ... 0.565 eV
SMILES string ... C[C@H]1OC=NN=CS1
Molecular weight ... 130.17 Da

Atom charges from the Löwdin analysis, given in e for atoms 1 to 4: 0.9446 0.0750 -0.1695 0.1136


(3)
Below is one molecule with the formula C4H6N2S at a distorted geometry, with properties calculated with the ωB97M-V functional and the def2-TZVPD basis.

The geometry in ORCA input format:
```
! RIJCOSX wB97M-V def2-TZVPD def2/J DEFGRID3
* xyz 0 1
H 1.429 0.083 2.025
H -1.064 -1.061 -0.235
H 0.550 1.518 0.171
N -1.481 0.995 0.295
N 1.171 -0.499 -1.629
H -0.285 0.292 -2.732
C -0.010 -0.023 -1.771
S 1.827 -0.986 -0.111
H 0.159 -1.173 1.742
C 0.740 -0.334 1.289
C -0.077 0.678 0.548
H -2.134 0.527 0.924
C -0.824 -0.018 -0.517
*
```

Calculated values
LUMO level ... 0.862 eV
SMILES string ... C1=NSC[C@@H]2N[C@@H]12
Molecular weight ... 114.17 Da

Atom charges from the Löwdin analysis, given in e for atoms 1 to 4: 0.0637 0.1487 0.1517 0.0917


(4)
Below is one molecule with the formula C4H6N2S at a distorted geometry, with properties calculated with the ωB97M-V functional and the def2-TZVPD basis.

The geometry in ORCA input format:
```
! RIJCOSX wB97M-V def2-TZVPD def2/J DEFGRID3
* xyz 0 1
H 0.123 -0.516 1.456
H 0.412 -0.098 -1.517
S -1.419 -1.435 -0.159
H 1.989 -1.460 -0.773
H 2.235 -0.617 0.826
H 0.496 2.101 0.409
C 0.175 -0.905 0.397
N 0.068 1.455 -0.169
C 1.600 -0.825 -0.022
N -1.276 1.373 0.059
H -3.063 0.436 0.030
C -1.958 0.294 -0.032
C 0.617 0.197 -0.505
*
```

Calculated values
LUMO level ... 0.893 eV
SMILES string ... C1=NN[C@H]2C[C@@H]2S1
Molecular weight ... 114.17 Da

Atom charges from the Löwdin analysis, given in e for atoms 1 to 4: 0.1260 0.1269 0.8819 0.0921


(5)
Below is one molecule with the formula C4H6N2S at a distorted geometry, with properties calculated with the ωB97M-V functional and the def2-TZVPD basis.

The geometry in ORCA input format:
```
! RIJCOSX wB97M-V def2-TZVPD def2/J DEFGRID3
* xyz 0 1
C 0.271 0.870 0.334
C -0.970 -1.938 -1.533
N -0.192 -0.302 -0.015
H -0.345 0.036 -2.044
H 0.730 1.817 2.165
H 1.076 0.099 2.226
H 2.158 1.136 1.162
C 1.147 0.962 1.568
C -0.925 -0.532 -1.267
H -0.091 -1.114 0.615
S 0.125 2.156 -0.682
N -1.084 -3.094 -1.480
H -1.900 -0.097 -1.046
*
```

Calculated values
LUMO level ... 0.572 eV
SMILES string ... CC(=S)NCC#N
Molecular weight ... 114.17 Da

Atom charges from the Löwdin analysis, given in e for atoms 1 to 4: -0.8984 -0.1996 -0.0481 0.1011


(6)
Below is one molecule with the formula C4H6N2S at a distorted geometry, with properties calculated with the ωB97M-V functional and the def2-TZVPD basis.

The geometry in ORCA input format:
```
! RIJCOSX wB97M-V def2-TZVPD def2/J DEFGRID3
* xyz 0 1
H 0.996 -0.835 0.995
H 1.369 1.283 -1.187
C 0.823 0.690 -0.491
S 3.163 -0.645 -0.085
H -0.733 2.250 0.185
C 1.630 -0.284 0.222
C -0.357 1.199 0.323
N -2.125 -1.346 0.159
H -2.638 -0.479 0.447
C -0.982 -1.103 -0.447
H -0.333 0.932 1.407
H -0.237 -1.921 -0.776
N -0.576 0.259 -0.750
*
```

Calculated values
LUMO level ... -0.539 eV
SMILES string ... [H]/N=C\N1C[C@H]1C=S
Molecular weight ... 114.17 Da

Atom charges from the Löwdin analysis, given in e for atoms 1 to 4: 0.0888 0.1185 -0.3342 0.7108


(7)
Below is C4H6N2S as an isolated structure at a distorted geometry, with properties calculated with the ωB97M-V functional and the def2-TZVPD basis.

The geometry in ORCA input format:
```
! RIJCOSX wB97M-V def2-TZVPD def2/J DEFGRID3
* xyz 0 1
H 0.160 -2.353 -0.419
H -2.301 0.117 -1.823
C -1.754 -0.302 0.450
H 0.732 1.325 0.111
C 0.196 -1.011 -0.150
N -0.663 -0.823 0.943
C -1.582 -0.046 -1.006
S 1.908 -0.689 0.317
H -2.520 0.164 1.038
C 1.736 1.159 0.482
N -0.393 -0.479 -1.294
H 2.595 1.536 -0.169
H 1.884 1.402 1.520
*
```

Calculated values
LUMO level ... -0.440 eV
Molecular weight ... 114.17 Da

Atom charges from the Löwdin analysis, given in e for atoms 1 to 4: 0.2350 0.1132 -0.1109 0.0108


(8)
Below is a 2-piece molecular cluster, C4H6N2S overall at a distorted geometry, with properties calculated with the ωB97M-V functional and the def2-TZVPD basis.

The geometry in ORCA input format:
```
! RIJCOSX wB97M-V def2-TZVPD def2/J DEFGRID3
* xyz 0 1
C 3.210 -0.323 0.253
H -0.102 0.926 0.993
C -1.017 0.613 0.346
H -1.959 -0.637 -0.989
C -1.949 1.520 0.063
H 1.317 -1.186 0.410
H -0.268 -2.280 -0.911
N -0.135 -1.544 -0.229
S 4.381 0.528 -0.288
H -2.827 1.316 -0.383
C -1.057 -0.684 -0.377
N 2.188 -0.744 0.700
H -1.783 2.495 0.412
*
```

Calculated values
LUMO level ... 0.039 eV
SMILES string ... [H]/N=C/C=C.N=C=S
Molecular weight ... 114.17 Da

Atom charges from the Löwdin analysis, given in e for atoms 1 to 4: -0.9243 0.1366 -0.1402 0.1161


Values of calculated total energy, in order: -738.8289, -738.8671, -663.6021, -663.5893, -663.6909, -663.6175, -663.6312, -663.6483, all in Eh.